Record 1
The following is a DFT calculation (wB97M-V/def2-TZVPD) of one molecule with the formula C30H46O3.

Last column: Löwdin charge in e.
Positions of all 79 atoms, in Å:
C1 -5.593 1.723 -2.679  -0.0491
C2 -5.719 0.826 -1.484  -0.2098
C3 -5.541 -0.499 -1.573  -0.0259
C4 -5.619 -1.501 -0.472  -0.1684
H1 -5.802 -2.489 -0.896  0.1053
H2 -6.442 -1.248 0.197  0.1125
C5 -4.337 -1.518 0.379  -0.1614
H3 -4.286 -0.562 0.892  0.0864
H4 -4.439 -2.300 1.133  0.1239
C6 -3.058 -1.758 -0.431  -0.3271
C7 -2.983 -3.223 -0.868  -0.0504
H5 -3.872 -3.510 -1.425  0.0697
H6 -2.899 -3.874 -0.001  0.0830
H7 -2.118 -3.391 -1.508  0.0794
H8 -3.103 -1.146 -1.338  0.1197
C8 -1.769 -1.390 0.329  -0.2287
H9 -0.975 -2.023 -0.086  0.1398
C9 -1.770 -1.651 1.830  -0.1289
H10 -2.571 -1.108 2.329  0.1141
H11 -1.864 -2.708 2.073  0.1202
C10 -0.417 -1.082 2.218  -0.1187
H12 -0.305 -0.938 3.293  0.1215
H13 0.362 -1.769 1.882  0.1145
C11 -0.303 0.258 1.448  -0.3487
C12 -0.774 1.366 2.397  -0.0400
H14 -0.072 1.451 3.225  0.0927
H15 -0.837 2.331 1.905  0.0775
H16 -1.749 1.127 2.813  0.0856
C13 -1.226 0.065 0.192  -0.3501
C14 -0.440 0.142 -1.125  -0.1096
C15 0.912 -0.497 -1.072  -0.0158
C16 1.706 -0.328 -0.025  -0.1579
C17 1.202 0.472 1.146  -0.2069
C18 1.725 1.891 0.886  -0.1166
C19 3.256 1.828 0.867  -0.1274
H17 3.642 2.825 0.654  0.1128
H18 3.607 1.545 1.861  0.1151
C20 3.785 0.845 -0.187  -0.1886
H19 3.360 1.174 -1.146  0.1592
C21 3.203 -0.587 0.010  -0.3762
C22 3.674 -1.440 -1.174  -0.1248
C23 5.196 -1.476 -1.294  -0.0884
C24 5.782 -0.091 -1.417  -0.3487
O1 6.598 0.172 -2.265  0.1050
C25 5.320 0.936 -0.380  -0.4177
C26 5.699 2.330 -0.903  -0.0359
H20 6.716 2.303 -1.289  0.0841
H21 5.042 2.631 -1.715  0.0945
H22 5.652 3.075 -0.114  0.0790
C27 6.146 0.677 0.889  -0.0092
H23 5.980 -0.313 1.296  0.0685
H24 5.903 1.413 1.651  0.0872
H25 7.204 0.775 0.651  0.0983
H26 5.648 -1.955 -0.424  0.1145
H27 5.492 -2.052 -2.173  0.1252
H28 3.289 -2.456 -1.074  0.1324
H29 3.285 -1.020 -2.103  0.1182
C28 3.570 -1.303 1.320  -0.0101
H30 3.706 -0.614 2.147  0.0807
H31 4.481 -1.886 1.219  0.0692
H32 2.774 -1.999 1.581  0.0903
H33 1.356 2.265 -0.069  0.1263
H34 1.414 2.583 1.669  0.1099
H35 1.706 0.142 2.058  0.1355
H36 1.223 -1.025 -1.959  0.1070
H37 -1.039 -0.310 -1.918  0.1198
H38 -0.296 1.194 -1.396  0.1227
C29 -2.340 1.112 0.100  -0.0254
H39 -1.914 2.108 0.006  0.0890
H40 -2.992 1.099 0.966  0.0800
H41 -2.947 0.932 -0.783  0.0777
H42 -5.300 -0.897 -2.552  0.1211
C30 -6.084 1.490 -0.219  -0.4846
O2 -6.143 0.981 0.876  0.0968
O3 -6.374 2.794 -0.389  0.1030
H43 -6.613 3.185 0.465  0.1329
H44 -5.312 1.153 -3.560  0.0803
H45 -4.843 2.491 -2.496  0.0842
H46 -6.537 2.230 -2.870  0.0849

Kohn-Sham gap, eV: 9.44
LUMO, eV: 0.6
Energy above the lowest of the compared OMol25 structures with the same formula, charge and spin, kJ/mol: 76.94
HOMO, eV: -8.84
Spin multiplicity: 1
SMILES: C/C(=C/CC[C@H](C)[C@@H]1CC[C@@]2(C)[C@@H]3CC[C@H]4C(C)(C)C(=O)CC[C@]4(C)C3=CC[C@@]12C)C(=O)O

Record 2
The following is a DFT calculation (wB97M-V/def2-TZVPD) of C30H47Cl3IrN3O6Si as an isolated structure in a non-equilibrium geometry.

Last column: Löwdin charge in e.
Positions of all 91 atoms, in Å:
C1 -0.967 -0.589 -3.629  -0.0575
C2 -0.540 -1.906 -3.071  -0.2329
H1 -0.542 -0.424 -4.626  0.0660
H2 -0.642 0.231 -2.970  -0.0025
H3 -2.065 -0.531 -3.715  0.0955
C3 -0.012 -2.910 -3.788  -0.1179
C4 0.175 -2.933 -5.264  -0.0972
H4 0.290 -3.829 -3.285  0.1021
H5 -0.026 -1.978 -5.758  0.0616
H6 -0.474 -3.690 -5.725  0.0780
H7 1.203 -3.230 -5.506  0.0681
Ir1 0.623 -0.017 0.414  1.2882
Cl1 0.015 1.684 -1.079  0.0626
C5 0.468 -2.568 1.913  -0.2985
O1 1.338 -1.718 1.538  -0.1585
N1 0.728 -3.520 2.795  -0.1532
C6 2.049 -3.660 3.383  -0.0176
C7 -0.302 -4.471 3.206  -0.0260
H8 -0.557 -2.574 1.516  0.1367
H9 2.618 -2.746 3.206  0.0912
H10 2.568 -4.520 2.942  0.0942
H11 1.922 -3.839 4.454  0.0902
H12 -1.275 -4.151 2.822  0.0977
H13 -0.329 -4.516 4.302  0.0923
H14 -0.077 -5.471 2.810  0.0833
H15 1.356 2.802 5.025  0.0938
H16 -0.524 4.209 4.495  0.0949
C8 1.741 2.852 4.004  -0.0114
C9 -0.206 4.307 3.451  -0.0298
N2 0.639 3.173 3.101  -0.1656
H17 2.177 1.895 3.703  0.0950
C10 0.496 2.502 1.967  -0.2402
O2 1.128 1.398 1.815  -0.1967
H18 -1.085 4.324 2.797  0.0971
H19 -0.153 2.925 1.189  0.1007
H20 2.502 3.640 3.963  0.0992
H21 0.335 5.256 3.344  0.0939
H22 2.051 -0.251 -3.491  0.0955
H23 3.057 -2.816 -3.032  0.0894
C11 2.948 0.060 -2.938  -0.0060
C12 3.867 -2.225 -2.573  -0.0341
N3 3.350 -0.990 -2.003  -0.1532
H24 2.743 0.982 -2.392  0.0777
C13 3.161 -0.878 -0.696  -0.2584
O3 2.563 0.128 -0.184  -0.2245
H25 4.323 -2.809 -1.766  0.0913
H26 3.544 -1.697 -0.059  0.1497
H27 3.762 0.210 -3.655  0.0921
H28 4.613 -1.995 -3.343  0.0920
O4 0.407 -1.314 -1.038  -0.3719
C14 -0.690 -2.020 -1.559  -0.3322
C15 0.634 -4.028 -0.837  -0.0700
C16 -0.616 -3.445 -1.014  -0.1961
H29 1.511 -3.440 -1.114  0.1100
C17 0.739 -5.324 -0.334  -0.0827
H30 -1.652 -1.555 -1.268  0.1519
C18 -1.775 -4.165 -0.730  -0.0379
H31 1.731 -5.740 -0.173  0.1022
C19 -0.415 -6.061 -0.074  -0.1000
C20 -1.671 -5.484 -0.285  -0.1019
H32 -2.744 -3.676 -0.880  0.1207
H33 -0.332 -7.086 0.295  0.1045
H34 -2.578 -6.063 -0.107  0.1009
Si1 0.257 6.317 -2.917  0.0883
Cl2 -0.022 5.354 -4.736  0.2892
C21 2.095 6.264 -2.576  -0.2225
C22 -0.801 5.379 -1.698  -0.2277
C23 -0.304 8.099 -3.098  -0.2223
H35 2.473 5.233 -2.612  0.0305
H36 2.316 6.686 -1.587  0.0305
H37 2.637 6.853 -3.330  0.0317
H38 0.304 8.628 -3.845  0.0303
H39 -0.205 8.632 -2.140  0.0319
H40 -1.354 8.154 -3.414  0.0301
H41 -0.514 4.319 -1.636  -0.0365
H42 -1.855 5.429 -2.010  0.0363
H43 -0.718 5.824 -0.697  0.0268
Cl3 -6.922 1.291 4.487  0.6772
C24 -5.379 0.839 3.903  -0.6944
C25 -4.452 0.249 4.780  -0.0996
C26 -3.182 -0.081 4.306  -0.0154
C27 -2.839 0.149 2.963  -0.1308
C28 -3.764 0.752 2.103  -0.0131
C29 -5.037 1.085 2.563  -0.0971
C30 -1.482 -0.289 2.481  -0.5445
O5 -0.694 -0.819 3.285  0.0106
O6 -1.265 -0.102 1.186  -0.2355
H44 -4.721 0.069 5.815  0.0998
H45 -2.447 -0.527 4.979  0.1167
H46 -3.491 0.947 1.065  0.1214
H47 -5.758 1.543 1.894  0.1026

Kohn-Sham gap (spin up / spin down), eV: 4.92 / 4.84
LUMO (spin up / spin down), eV: 0.4 / -2.6
Energy above the lowest of the compared OMol25 structures with the same formula, charge and spin, kJ/mol: 215.67
HOMO (spin up / spin down), eV: -4.50 / -7.41
Spin multiplicity: 5

Record 3
The following is a DFT calculation (wB97M-V/def2-TZVPD) of C30H47CoN7O3Si2 as an isolated structure.

Last column: Löwdin charge in e.
Positions of all 90 atoms, in Å:
Co1 -0.959 0.191 0.285  0.6621
C1 -2.901 -3.701 3.371  -0.0334
N1 -3.160 -2.783 2.277  -0.1632
C2 -4.534 -2.620 1.828  -0.0167
C3 -2.180 -2.057 1.756  -0.2919
O1 -2.346 -1.237 0.842  -0.0631
H1 -3.059 -4.735 3.060  0.0922
H2 -3.569 -3.480 4.205  0.0955
H3 -1.874 -3.585 3.712  0.0933
H4 -5.018 -3.596 1.801  0.0919
H5 -4.539 -2.180 0.836  0.0902
H6 -5.085 -1.968 2.508  0.1003
H7 -1.189 -2.233 2.180  0.1236
C4 -0.571 2.737 -4.912  -0.0633
C5 -2.038 3.154 -4.975  -0.4084
C6 -2.283 4.448 -4.203  -0.0740
C7 -2.967 2.032 -4.506  -0.1008
N2 -2.836 1.758 -3.076  -0.0870
C8 -1.919 1.043 -2.440  -0.1126
N3 -2.149 1.164 -1.151  -0.0103
N4 -3.233 1.967 -1.015  0.0282
N5 -3.651 2.329 -2.167  0.0740
H8 0.065 3.528 -5.312  0.0833
H9 -0.381 1.825 -5.482  0.0849
H10 -0.252 2.559 -3.881  0.0606
H11 -2.307 3.319 -6.023  0.1347
H12 -1.927 4.360 -3.173  0.0724
H13 -3.342 4.710 -4.167  0.0791
H14 -1.742 5.273 -4.668  0.0805
H15 -2.743 1.104 -5.031  0.1318
H16 -4.010 2.289 -4.673  0.1261
H17 -1.110 0.474 -2.901  0.1026
O2 0.287 -0.767 -3.278  0.0108
C9 0.729 -1.230 -2.234  -0.5386
N6 1.761 -2.125 -2.167  0.1564
C10 2.167 -2.388 -0.804  -0.2734
C11 1.000 -1.691 -0.078  -0.4471
O3 0.820 -1.730 1.132  0.0376
N7 0.265 -0.962 -0.954  0.1194
C12 3.417 -1.613 -0.379  -0.1573
C13 3.972 -0.630 -1.187  -0.0232
C14 5.057 0.117 -0.740  -0.0827
C15 5.585 -0.106 0.521  -0.0939
C16 5.024 -1.082 1.337  -0.0708
C17 3.947 -1.831 0.891  -0.0268
C18 2.262 -3.883 -0.537  -0.1430
C19 3.437 -4.561 -0.851  -0.0280
C20 3.519 -5.938 -0.707  -0.0763
C21 2.427 -6.654 -0.234  -0.0912
C22 1.255 -5.984 0.086  -0.0765
C23 1.173 -4.606 -0.065  -0.0142
H18 2.299 -2.374 -2.978  0.1595
H19 3.546 -0.425 -2.162  0.1134
H20 5.476 0.885 -1.378  0.1036
H21 6.423 0.482 0.873  0.1024
H22 5.420 -1.254 2.330  0.1045
H23 3.497 -2.576 1.536  0.1253
H24 4.299 -4.003 -1.200  0.1211
H25 4.438 -6.451 -0.957  0.1027
H26 2.491 -7.728 -0.112  0.1006
H27 0.400 -6.536 0.456  0.1009
H28 0.256 -4.092 0.190  0.1098
C24 -3.197 1.811 2.454  -0.1942
Si1 -1.423 1.705 3.060  0.3660
C25 -1.336 0.266 4.276  -0.1737
C26 -1.151 3.257 4.082  -0.1953
C27 -0.177 1.373 1.755  -0.4279
Si2 0.904 2.617 0.933  0.3815
C28 0.474 4.397 1.335  -0.1931
C29 2.680 2.278 1.419  -0.1755
C30 0.878 2.564 -0.964  -0.1894
H29 -3.886 1.762 3.304  0.0273
H30 -3.452 1.002 1.762  -0.0024
H31 -3.379 2.751 1.925  0.0235
H32 -2.188 0.253 4.963  0.0295
H33 -0.421 0.343 4.872  0.0347
H34 -1.299 -0.696 3.755  -0.0023
H35 -1.822 3.258 4.947  0.0289
H36 -1.354 4.162 3.504  0.0159
H37 -0.123 3.316 4.451  0.0313
H38 0.500 0.630 2.205  0.0052
H39 0.671 4.642 2.381  0.0185
H40 -0.587 4.589 1.140  0.0310
H41 1.055 5.081 0.708  0.0294
H42 2.818 2.386 2.499  0.0331
H43 3.381 2.950 0.914  0.0313
H44 2.951 1.249 1.152  0.0156
H45 0.030 3.135 -1.360  0.0140
H46 0.821 1.548 -1.368  -0.0046
H47 1.795 3.012 -1.360  0.0346

Kohn-Sham gap (spin up / spin down), eV: 7.94 / 8.58
LUMO (spin up / spin down), eV: 0.5 / 0.5
HOMO (spin up / spin down), eV: -7.47 / -8.11
Spin multiplicity: 4